(1)
{
  "formula": "C4H10Cl2N3O",
  "method": "ωB97M-V/def2-TZVPD",
  "symbols": ["C", "C", "C", "C", "N", "N", "N", "O", "Cl", "Cl", "H", "H", "H", "H", "H", "H", "H", "H", "H", "H"],
  "xyz": [[-2.413, 0.971, 1.957], [1.804, 0.184, -4.108], [-0.075, -0.932, -0.620], [1.406, -2.525, -0.012], [1.487, 0.900, -3.110], [-1.420, 0.767, 1.221], [-0.470, -0.134, -1.543], [0.925, -1.709, -0.995], [2.505, 2.181, -2.819], [0.013, 1.616, 1.685], [-2.543, 1.684, 2.758], [-3.381, 0.472, 1.810], [1.177, -0.588, -4.364], [2.491, 0.223, -4.904], [-0.713, -0.985, 0.279], [0.737, -2.877, 0.688], [2.328, -2.188, 0.434], [1.627, -3.498, -0.567], [0.289, 0.088, -2.351], [-1.286, 0.502, -1.332]],
  "charge": 1,
  "gap_ha": 0.4037,
  "homo_ha": -0.52076
}

(2)
{
  "formula": "C4H4S",
  "method": "ωB97M-V/def2-TZVPD",
  "symbols": ["C", "C", "C", "C", "S", "H", "H", "H", "H"],
  "xyz": [[1.202, -0.418, 0.010], [-2.096, -0.829, 0.505], [0.103, 0.510, -0.309], [-1.113, 0.016, 0.365], [1.271, -1.867, -0.704], [1.992, 0.121, 0.483], [0.015, 0.432, -1.391], [0.394, 1.446, -0.075], [-1.768, 0.589, 1.117]],
  "charge": 0,
  "gap_ha": 0.3090,
  "homo_ha": -0.33736
}

(3)
{
  "formula": "CH2NO3P",
  "method": "ωB97M-V/def2-TZVPD",
  "symbols": ["C", "N", "O", "O", "O", "P", "H", "H"],
  "xyz": [[0.590, -0.012, -0.014], [1.503, 0.354, -0.879], [-2.078, 0.598, -1.097], [-0.761, -1.821, -0.102], [-1.466, 0.618, 1.415], [-1.163, 0.116, 0.023], [0.939, -0.096, 1.037], [2.436, 0.243, -0.383]],
  "charge": -2,
  "smiles": "[H]/N=C/P(=O)([O-])[O-]",
  "gap_ha": [0.2333, 0.2333],
  "homo_ha": [0.04539, 0.04535]
}

(4)
{
  "formula": "C14H36Cl2InOP3",
  "method": "ωB97M-V/def2-TZVPD",
  "symbols": ["C", "C", "H", "H", "H", "O", "Cl", "In", "P", "C", "C", "H", "H", "H", "H", "H", "H", "C", "H", "H", "H", "P", "C", "C", "H", "H", "H", "C", "H", "H", "H", "H", "H", "H", "Cl", "C", "C", "P", "C", "C", "C", "C", "H", "H", "H", "H", "H", "H", "H", "H", "H", "H", "H", "H", "H", "H", "H"],
  "xyz": [[0.976, -0.174, -5.296], [1.174, -0.120, -3.878], [2.016, -0.093, -5.670], [0.283, 0.658, -5.589], [0.429, -1.132, -5.531], [1.866, -0.073, -2.949], [-1.931, -0.264, -3.400], [-0.628, -0.127, -1.698], [-0.123, 2.493, -1.242], [1.191, 3.305, -0.291], [0.151, 3.128, -2.933], [0.140, 4.228, -2.873], [-1.632, 4.330, -1.147], [-0.638, 2.795, -3.619], [-2.519, 2.781, -1.174], [2.168, 3.036, -0.705], [1.124, 2.802, -3.329], [-1.658, 3.310, -0.761], [1.066, 4.392, -0.368], [-1.771, 3.336, 0.322], [1.169, 3.016, 0.764], [0.159, -2.583, -0.949], [1.541, -3.261, 0.072], [-1.302, -3.554, -0.370], [-0.164, -3.036, -3.330], [0.328, -4.494, -2.389], [1.549, -3.244, -2.826], [0.500, -3.415, -2.540], [-2.212, -3.150, -0.852], [-1.133, -4.610, -0.665], [1.444, -4.366, 0.129], [1.538, -2.829, 1.092], [-1.413, -3.471, 0.727], [2.490, -3.003, -0.436], [-2.725, -0.263, -0.370], [-2.371, 1.396, 2.609], [-0.860, 1.443, 2.452], [-0.154, 0.067, 1.514], [1.660, 0.173, 2.019], [2.055, 0.637, 3.418], [-0.707, -1.347, 2.502], [-0.668, -1.307, 4.015], [-2.852, 1.232, 1.643], [-2.760, 2.333, 3.022], [-2.702, 0.593, 3.267], [-0.591, 2.386, 1.964], [-0.391, 1.477, 3.435], [2.088, -0.822, 1.840], [2.122, 0.851, 1.282], [1.750, -0.058, 4.212], [3.152, 0.691, 3.471], [1.688, 1.631, 3.675], [-1.741, -1.513, 2.197], [-0.164, -2.237, 2.187], [-1.057, -0.400, 4.458], [-1.266, -2.112, 4.444], [0.317, -1.459, 4.445]],
  "charge": 2,
  "gap_ha": 0.1416,
  "homo_ha": -0.49499
}

(5)
{
  "formula": "C28H28CoN8OS2",
  "method": "ωB97M-V/def2-TZVPD",
  "symbols": ["Co", "N", "C", "S", "N", "N", "C", "C", "C", "C", "C", "C", "C", "C", "C", "C", "C", "C", "N", "H", "H", "H", "H", "H", "H", "H", "H", "H", "H", "H", "S", "C", "N", "N", "C", "C", "C", "C", "C", "C", "N", "N", "C", "C", "C", "C", "C", "C", "H", "H", "H", "H", "H", "H", "H", "H", "H", "H", "H", "C", "C", "O", "H", "H", "H", "H", "H", "H"],
  "xyz": [[0.502, 0.354, -0.524], [-1.447, -1.402, 2.856], [-0.890, -0.721, 1.825], [0.310, -1.512, 0.879], [-1.307, 0.494, 1.591], [-0.805, 1.095, 0.524], [-1.036, 2.382, 0.330], [-1.628, 3.221, 1.381], [-1.132, 3.097, 2.680], [-1.662, 3.851, 3.709], [-2.677, 4.760, 3.454], [-3.168, 4.899, 2.168], [-2.654, 4.130, 1.137], [-0.531, 2.870, -0.922], [-0.676, 4.181, -1.404], [-0.157, 4.520, -2.633], [0.532, 3.552, -3.362], [0.664, 2.288, -2.822], [0.152, 1.937, -1.645], [-0.948, -2.212, 3.184], [-1.938, -0.855, 3.545], [-0.317, 2.417, 2.871], [-1.281, 3.737, 4.713], [-3.087, 5.355, 4.257], [-3.958, 5.607, 1.962], [-3.073, 4.214, 0.145], [-1.190, 4.910, -0.799], [-0.278, 5.521, -3.022], [0.968, 3.779, -4.324], [1.206, 1.525, -3.363], [1.982, 1.271, 1.068], [3.342, 0.576, 0.230], [4.472, 0.598, 0.929], [5.665, 0.614, 0.344], [6.067, 1.352, -0.738], [7.365, 1.174, -1.234], [7.806, 1.916, -2.309], [6.974, 2.856, -2.902], [5.702, 3.063, -2.391], [5.246, 2.326, -1.320], [3.227, 0.048, -0.963], [2.026, -0.161, -1.490], [2.059, -0.572, -2.800], [3.217, -0.441, -3.592], [3.204, -0.819, -4.918], [2.057, -1.343, -5.497], [0.910, -1.482, -4.723], [0.904, -1.105, -3.397], [6.383, 0.138, 0.881], [8.013, 0.448, -0.764], [8.809, 1.768, -2.684], [7.323, 3.432, -3.746], [5.062, 3.818, -2.824], [4.270, 2.521, -0.906], [4.112, -0.040, -3.140], [4.100, -0.698, -5.511], [2.058, -1.643, -6.535], [0.016, -1.894, -5.169], [0.020, -1.230, -2.791], [-3.098, -2.598, -2.005], [-2.409, -1.723, -0.966], [-1.642, -0.676, -1.545], [-3.600, -3.423, -1.505], [-2.360, -3.011, -2.689], [-3.838, -2.038, -2.575], [-1.697, -2.323, -0.397], [-3.147, -1.309, -0.266], [-2.236, -0.083, -2.019]],
  "s_squared": 3.7960,
  "charge": 0,
  "spin_multiplicity": 4,
  "gap_ha": [0.2220, 0.2207],
  "homo_ha": [-0.24129, -0.26926]
}

(6)
{
  "formula": "C8H10NO",
  "method": "ωB97M-V/def2-TZVPD",
  "symbols": ["C", "C", "C", "C", "C", "C", "C", "C", "N", "O", "H", "H", "H", "H", "H", "H", "H", "H", "H", "H"],
  "xyz": [[-3.315, 1.403, -0.029], [-2.113, 1.607, 0.547], [-3.743, 0.108, -0.400], [-1.180, 0.601, 0.654], [-2.874, -0.930, -0.420], [-1.530, -0.688, 0.112], [3.256, -0.062, 0.031], [-0.593, -1.743, 0.140], [4.740, 0.056, -0.282], [0.063, -2.669, 0.355], [-4.002, 2.304, -0.231], [-1.677, 2.502, 0.893], [-4.633, -0.179, -0.896], [-0.212, 0.710, 1.020], [-2.927, -1.959, -0.716], [3.088, -0.608, 1.031], [2.664, -0.587, -0.738], [5.160, 0.464, 0.529], [5.072, -0.902, -0.481], [4.756, 0.572, -1.121]],
  "charge": 1,
  "gap_ha": 0.1279,
  "homo_ha": -0.33390
}

| no. | electronic energy (hartree) |
| --- | --- |
| 1 | -1317.90723 |
| 2 | -552.81083 |
| 3 | -661.07054 |
| 4 | -2764.26494 |
| 5 | -3776.15464 |
| 6 | -440.40189 |